one:
97
Properties=species:S:1:pos:R:3 method="wB97M-V/def2-TZVPD" homo_energy_ev="-4.1834 / -4.8539" total_charge=-1 homo_lumo_gap_ev="6.65 / 6.81" multiplicity=5 s2=6.016
H 0.36 0.31 -2.67
C 5.35 -1.70 2.14
H -3.83 1.13 -3.03
C -3.11 -1.74 0.56
C 4.02 -1.84 1.76
H 0.92 1.54 2.44
H 3.90 4.97 0.24
H -0.16 2.69 4.73
C 6.23 -0.95 1.37
H 3.69 -2.04 -2.20
H -0.42 4.25 3.93
H 0.51 -1.31 4.88
H -3.57 1.41 -5.47
C 3.52 -1.23 0.60
H 0.63 0.59 -5.12
H -4.09 -3.33 1.62
H -4.95 -0.02 -0.27
O 1.85 6.17 -0.30
H -4.36 -4.74 -0.40
C -3.49 1.55 -0.44
C -3.25 2.93 -0.42
C 2.64 -2.15 -2.50
H 2.94 3.83 1.19
C 0.86 -2.15 1.59
H -0.74 -3.45 4.91
C -4.33 3.79 -0.21
H -1.65 3.16 2.11
H -2.49 -1.70 -2.76
H -3.54 -3.92 -2.59
H 2.77 1.40 0.19
O 0.90 4.17 -0.74
H -1.80 3.36 4.60
C -3.74 -2.97 0.66
H 3.36 -2.45 2.37
C -4.77 1.05 -0.25
H -2.98 -1.13 1.45
H 2.27 -1.17 -2.83
C 0.41 -1.89 3.97
C -5.61 3.29 -0.02
C -1.45 1.02 -5.45
H 6.44 0.23 -0.41
C -0.44 -3.82 2.81
C 4.44 -0.50 -0.17
H 2.61 -2.83 -3.36
H -4.15 4.86 -0.19
S -1.64 3.62 -0.67
H 4.11 -0.04 -1.10
C 3.50 3.09 -0.75
C -2.85 1.00 -3.49
C -2.67 -1.26 -0.67
C -3.89 -3.77 -0.47
C -0.35 0.71 -4.67
H -0.99 -4.75 2.81
Rh 0.25 2.05 -0.20
C 0.98 -1.44 2.79
Si 1.69 -1.43 0.04
H 0.45 -3.65 -2.82
C -0.84 3.25 4.08
H -0.28 -3.51 -1.22
C 0.13 -3.35 1.63
C 5.77 -0.35 0.21
C -5.84 1.91 -0.03
C 3.11 4.23 0.18
C -0.30 -3.09 3.99
C -1.75 0.70 -2.70
H -2.75 1.33 3.27
H -0.12 -2.08 -2.23
H 1.53 -0.50 2.80
C -2.71 1.16 -4.86
H 4.52 2.76 -0.53
C -2.83 -2.06 -1.80
H 2.50 -4.75 -1.70
H 2.59 1.34 -1.41
C -1.01 2.53 2.74
H 3.48 3.44 -1.78
C 0.33 2.37 2.04
H -1.34 1.15 -6.52
H -1.19 0.62 3.74
N 2.56 1.97 -0.62
H -6.84 1.52 0.12
H 1.84 -4.51 -0.08
C 1.85 4.94 -0.30
C -0.50 0.55 -3.29
C 2.42 -4.04 -0.87
H -6.44 3.97 0.15
C -1.71 1.20 2.96
H 3.43 -3.86 -0.48
H 7.26 -0.83 1.68
H 5.71 -2.19 3.04
As -1.89 0.52 -0.75
C -3.43 -3.31 -1.70
C 1.78 -2.73 -1.36
O 1.01 -0.07 -0.47
H -1.69 0.59 2.06
H 0.92 3.30 2.07
H -0.01 -3.94 0.73
C 0.38 -3.01 -1.93

---

two:
97
Properties=species:S:1:pos:R:3 method="wB97M-V/def2-TZVPD" homo_energy_ev="-3.9695 / -5.1512" total_charge=-1 homo_lumo_gap_ev="6.57 / 7.43" multiplicity=5 s2=6.016
H -2.15 -5.44 2.75
H 0.22 4.91 2.04
H 1.73 2.76 -2.66
S -2.68 2.65 1.33
C -3.07 1.66 2.74
C -3.87 0.22 5.03
C 2.15 0.80 -3.51
C -2.67 0.34 2.93
H 4.17 -0.01 -3.33
H 0.77 -0.08 -4.96
H -2.38 -3.31 -1.96
H -1.02 -3.26 2.90
C -0.76 -4.10 -3.13
H 0.40 2.45 2.75
H -0.64 2.74 -2.34
C -3.86 1.82 -2.58
H -4.14 -5.71 1.30
N -1.63 2.78 -2.10
C 5.22 -1.04 0.61
C -4.26 1.55 4.86
C 3.39 0.09 -4.08
H -0.49 4.26 0.57
H -0.49 0.06 4.47
O 0.35 0.93 -1.31
H -2.53 2.73 -4.03
C -2.36 -2.28 1.54
C 0.52 -3.87 -3.61
C 4.65 -2.04 -0.17
H 1.61 3.10 0.02
C 4.62 0.21 0.65
H 3.36 2.18 -2.34
H -3.83 -1.60 0.12
C 2.57 2.21 -3.09
As -1.53 -0.51 1.60
H 6.12 -1.24 1.18
H -4.18 -0.34 5.90
H 3.06 -2.39 2.06
H 1.45 1.32 1.73
H 1.47 1.46 -5.47
H 2.18 -2.53 -3.67
C -3.87 2.25 3.74
C -4.11 -3.67 0.64
C -1.89 -3.37 2.27
H 0.91 -1.94 0.95
C -0.72 -1.97 -2.03
C -3.64 -4.75 1.37
C 1.07 -1.62 1.97
H -4.14 2.58 -1.85
H -1.27 -5.03 -3.37
C 0.97 2.28 1.84
C 0.44 4.58 1.02
C -2.53 -4.60 2.18
H 3.80 0.67 -4.92
H -4.88 2.03 5.60
C -3.99 0.45 -1.91
H 3.21 4.73 0.96
O -4.94 -0.27 -2.19
C 2.88 -0.52 -0.89
C 3.49 -1.78 -0.90
H 5.05 0.99 1.27
H 1.66 -0.39 5.58
H -2.77 -1.40 4.18
H 5.10 -3.02 -0.21
C -3.08 -0.37 4.06
C 2.81 3.93 1.59
H -1.91 3.74 -1.96
H 0.20 1.42 -4.24
H 3.15 -0.90 -4.46
Si 1.39 -0.07 -1.98
H -1.96 1.19 -3.38
H 2.69 4.31 2.61
C 1.45 3.44 1.05
H 3.06 -2.58 -1.49
C 3.47 0.46 -0.08
C 0.28 -0.49 3.95
Rh -1.47 1.37 -0.24
H 3.02 1.44 -0.04
H -4.98 -3.78 -0.01
H -4.19 3.28 3.60
C 2.28 -1.87 2.60
H 0.84 5.43 0.46
O -3.07 0.13 -1.06
H 1.02 -4.61 -4.23
H -4.59 1.85 -3.39
C 1.49 -0.74 4.57
C 0.05 -0.93 2.65
C -1.38 -3.15 -2.34
C -2.46 2.12 -3.11
H 2.95 2.77 -3.95
H 3.44 -1.62 4.38
C 2.49 -1.43 3.90
H -1.23 -1.23 -1.43
C -3.48 -2.44 0.71
C 1.09 0.90 -4.61
H 3.54 3.12 1.62
C 0.57 -1.70 -2.49
C 1.18 -2.68 -3.29

---

Relative energies with respect to the most stable structure, expressed in hartree: one 0.0570; two 0.0000.

---

one:
12
Properties=species:S:1:pos:R:3 method="wB97M-V/def2-TZVPD" homo_energy_ev=-10.5511 homo_lumo_gap_ev=11.72 smiles=FCC1(F)CC1
H -0.68 -0.96 1.54
C 1.40 0.29 0.06
C -0.86 -0.84 0.47
H -1.92 -0.74 0.26
C -0.09 0.46 0.15
H 0.72 1.44 -1.73
C 0.55 0.48 -1.17
H 1.89 -0.62 0.27
F -0.61 1.63 0.71
F -0.34 -1.88 -0.26
H 2.08 1.15 0.39
H 0.37 -0.40 -1.75

---

two:
12
Properties=species:S:1:pos:R:3 method="wB97M-V/def2-TZVPD" homo_energy_ev=-9.5039 homo_lumo_gap_ev=10.52 smiles="CCC=C(F)F"
C -0.70 -0.28 -0.49
H -0.70 1.66 0.65
F 2.08 -1.10 1.70
C 0.11 -1.16 0.51
H -1.75 -0.64 -0.46
F 1.97 -0.02 -0.23
C 1.36 -0.80 0.61
C -0.66 1.27 -0.41
H -0.34 -0.54 -1.52
H 0.39 1.64 -0.71
H -0.27 -1.79 1.26
H -1.50 1.76 -0.93

---

Relative energies with respect to the most stable structure, expressed in hartree: one 0.0051; two 0.0000.

---

one:
21
Properties=species:S:1:pos:R:3 method="wB97M-V/def2-TZVPD" homo_energy_ev=-10.2455 homo_lumo_gap_ev=10.78 smiles=NCCN.O.O.O
H 0.29 2.82 -1.33
H -0.44 1.70 -2.23
H -2.03 1.55 2.86
H -1.35 -1.81 0.53
N -1.22 -0.83 0.75
O 2.29 -0.51 -1.54
C -0.21 1.19 -0.23
H -0.49 -0.74 -1.26
C -0.98 -0.10 -0.52
H 0.64 0.96 0.41
H -0.33 -0.87 1.24
O 1.96 -2.50 0.57
H -1.95 0.26 -0.85
O -2.70 1.09 2.36
H 1.93 -1.71 0.01
H 2.29 -2.18 1.42
H -0.90 1.82 0.31
H 3.07 -0.20 -1.05
H -2.28 0.46 1.75
N 0.25 1.82 -1.49
H 1.70 0.26 -1.60

---

two:
21
Properties=species:S:1:pos:R:3 method="wB97M-V/def2-TZVPD" homo_energy_ev=-9.1934 homo_lumo_gap_ev=9.99 smiles=NCCN.O.O.O
H 0.33 1.44 -1.71
C 0.18 -0.16 1.97
N -0.01 1.31 1.91
O 0.81 1.02 -2.46
H -0.48 -2.62 -0.15
H 0.38 -0.43 -0.16
H -0.43 -0.59 2.77
H 0.26 -0.76 -2.43
O 0.03 -1.70 -2.31
H 0.78 -2.54 0.79
H -0.22 -1.99 -3.19
N -0.19 -2.25 0.76
H 0.54 1.77 2.62
H -1.19 2.30 -1.30
H -1.28 -0.52 0.41
H -0.99 1.55 2.06
H 1.74 1.20 -2.33
H -0.49 1.89 0.43
C -0.25 -0.79 0.66
H 1.24 -0.36 2.13
O -0.77 2.23 -0.46

---

Relative energies with respect to the most stable structure, expressed in hartree: one 0.0000; two 0.0275.

---

one:
12
Properties=species:S:1:pos:R:3 method="wB97M-V/def2-TZVPD" homo_energy_ev=-7.6952 homo_lumo_gap_ev=8.12
H -0.14 -0.50 2.03
Cl 1.18 0.61 -3.28
H -2.29 -0.44 1.13
C -0.67 -0.99 0.14
C 0.39 0.57 -1.78
N 1.28 0.79 -0.75
C 0.96 0.69 0.62
N -1.99 -1.00 0.41
H 2.16 1.09 -0.94
H -2.63 -1.75 0.13
C 0.04 -0.25 0.98
H 1.70 1.18 1.30

---

two:
12
Properties=species:S:1:pos:R:3 method="wB97M-V/def2-TZVPD" homo_energy_ev=-8.6438 homo_lumo_gap_ev=8.14
C 0.62 0.50 -0.52
H 0.33 -1.14 2.38
C 1.16 -0.28 0.50
H -2.00 0.16 1.18
H 2.11 -0.52 0.60
H 1.15 0.96 -1.37
N -0.70 0.68 -0.26
N -1.70 1.39 -0.81
C -0.98 0.01 0.92
Cl -1.02 2.57 -2.01
C 0.11 -0.67 1.36
H -2.38 0.67 -2.01

---

three:
12
Properties=species:S:1:pos:R:3 method="wB97M-V/def2-TZVPD" homo_energy_ev=-10.2273 homo_lumo_gap_ev=10.23 smiles="C/N=C(/C#N)CCl"
C -1.60 0.49 -0.78
N 3.01 1.38 0.09
H -1.81 0.33 -1.84
H 1.47 -1.07 1.52
N -0.25 0.91 -0.69
C 0.65 0.37 -0.02
C 1.95 0.95 0.01
Cl 0.42 -2.39 -0.14
C 0.56 -0.98 0.94
H -2.22 1.34 -0.46
H -0.32 -0.93 1.57
H -1.86 -0.40 -0.21

---

Relative energies with respect to the most stable structure, expressed in hartree: one 0.1243; two 0.1430; three 0.0000.

---

one:
10
Properties=species:S:1:pos:R:3 method="wB97M-V/def2-TZVPD" homo_energy_ev="-7.9393 / -8.5626" homo_lumo_gap_ev="8.01 / 8.07"
H -1.09 -1.86 0.27
H 1.26 1.36 -1.48
C -0.41 0.13 1.14
C -0.53 -0.94 0.14
H -1.28 0.52 1.67
C 0.63 0.77 -0.83
H 0.02 -1.00 -1.99
N 0.50 1.04 0.49
C -0.01 -0.47 -1.05
N 0.92 0.45 1.63

---

two:
10
Properties=species:S:1:pos:R:3 method="wB97M-V/def2-TZVPD" homo_energy_ev=-11.9932 homo_lumo_gap_ev=11.67 smiles=N#CCCC#N
N -2.91 -0.08 -0.30
H -0.11 1.22 -1.03
H -0.24 1.29 0.73
C -1.81 0.27 -0.23
H 0.34 -1.31 -0.86
C 0.47 -0.60 -0.05
H 0.27 -1.12 0.90
C -0.40 0.65 -0.15
N 2.49 -0.15 0.98
C 1.90 -0.17 -0.01

---

Relative energies with respect to the most stable structure, expressed in hartree: one 0.1142; two 0.0000.

---

one:
10
Properties=species:S:1:pos:R:3 method="wB97M-V/def2-TZVPD" homo_energy_ev="-8.9257 / -8.9201" homo_lumo_gap_ev="7.55 / 7.46"
N -0.17 -1.93 -0.28
C 0.75 0.71 0.08
H 0.21 -0.76 -1.90
C 0.04 -0.77 -0.82
H -1.01 1.33 -1.08
H 1.40 1.56 -0.13
C -0.58 0.62 -0.37
N -0.22 0.50 2.47
H -0.33 -1.86 0.73
C -0.08 0.58 1.30

---

two:
10
Properties=species:S:1:pos:R:3 method="wB97M-V/def2-TZVPD" homo_energy_ev=-8.9007 homo_lumo_gap_ev=7.22
N -0.81 1.89 -1.09
C 2.27 -0.16 0.20
H 3.32 -0.01 0.05
N -1.16 -0.74 -0.39
H -1.02 -0.10 -1.19
H -0.56 -0.95 1.56
H -2.12 -0.94 -0.14
C 1.08 -0.29 0.33
C -0.72 1.91 0.09
C -0.28 -0.61 0.56

---

three:
10
Properties=species:S:1:pos:R:3 method="wB97M-V/def2-TZVPD" homo_energy_ev="-8.3226 / -8.3212" homo_lumo_gap_ev="7.66 / 7.66"
N 1.69 -0.36 -0.01
H -1.99 0.60 1.20
H -2.49 0.99 -0.48
C -1.67 0.74 0.18
C -0.34 1.29 -0.31
C 0.47 -1.01 -0.12
H 0.45 -2.08 -0.25
N 1.85 0.83 0.26
C -0.50 -0.08 -0.24
H 2.53 -0.93 -0.23

---

Relative energies with respect to the most stable structure, expressed in hartree: one 0.0739; two 0.0000; three 0.1047.